A.
ORCA calculation (wB97M-V/def2-TZVPD) on C3H5F2NO in the gas phase.

Each line ends with the natural charge from an NBO analysis.
Geometry (Å):
F 0.172 -1.628 -0.783  -0.363
C 0.695 0.773 -0.558  -0.410
H 0.492 0.975 -1.677  0.221
O 2.842 0.905 0.396  -0.245
F 0.653 -0.877 1.228  -0.320
H -1.915 -1.566 0.055  0.255
C -0.049 -0.603 0.144  0.726
N 2.222 0.835 -0.633  0.147
H -2.069 0.342 0.006  0.236
C -1.553 -0.515 0.423  -0.701
H 0.237 1.650 -0.088  0.213
H -1.726 -0.290 1.488  0.241

Computed properties:
frontier orbital gap = 8.9 eV
SMILES string = CC(F)(F)CN=O
highest occupied orbital energy = -9.20 eV

B.
ORCA calculation (wB97M-V/def2-TZVPD) on C3H5F2NO in the gas phase.

Each line ends with the natural charge from an NBO analysis.
Geometry (Å):
H 1.319 -0.386 -1.370  0.128
F 2.587 -0.429 0.101  -0.321
H 0.826 1.700 -0.365  0.221
C -1.687 -0.337 0.498  0.507
H -1.087 0.582 -1.340  0.404
C 0.464 0.737 0.188  -0.300
F 0.581 -1.607 0.106  -0.355
C 1.302 -0.461 -0.314  0.554
H 0.651 1.015 1.304  0.227
O -2.632 -0.878 -0.253  -0.617
H -1.374 -0.574 1.553  0.162
N -0.949 0.637 -0.108  -0.610

Computed properties:
frontier orbital gap = 10.5 eV
SMILES string = O=CNCC(F)F
highest occupied orbital energy = -9.91 eV

Which structure is most stable? B, by 1.719 eV over the runner-up.

A.
ORCA calculation (wB97M-V/def2-TZVPD) on C6H11N5 in the gas phase.

Each line ends with the natural charge from an NBO analysis.
Geometry (Å):
C 2.775 -1.450 0.018  -0.125
H 3.048 -2.513 0.097  0.216
N -1.841 0.872 0.014  -0.633
H -0.624 2.379 0.865  0.211
C 3.655 -0.416 0.088  -0.105
H 4.728 -0.538 0.151  0.198
C 1.744 0.456 -0.278  0.339
C 0.629 1.481 -0.360  -0.446
N 3.025 0.782 -0.128  -0.477
H -1.824 -2.274 0.270  0.343
C -2.239 -0.460 0.014  0.604
N -3.626 -0.587 -0.311  -0.881
C -0.549 1.343 0.663  -0.216
H 1.158 2.395 -0.148  0.232
H 0.226 1.540 -1.340  0.224
H 0.698 -1.463 -0.176  0.458
H -4.001 -0.034 -1.105  0.396
H -2.670 1.509 0.128  0.393
N 1.547 -0.874 -0.137  -0.533
H -4.133 -1.451 -0.184  0.395
H -0.343 0.697 1.555  0.225
N -1.383 -1.393 0.305  -0.817

Computed properties:
frontier orbital gap = 8.7 eV
SMILES string = [H]/N=C(\N)NCCc1ncc[nH]1
highest occupied orbital energy = -8.07 eV

B.
ORCA calculation (wB97M-V/def2-TZVPD) on 2 unconnected molecules or ions with the total composition C6H11N5.

Each line ends with the natural charge from an NBO analysis.
Geometry (Å):
H 1.332 -0.051 2.388  0.222
C 1.528 0.367 1.324  -0.383
H 0.507 0.336 -2.239  0.389
H 2.807 -1.514 -0.001  0.225
H 2.533 0.653 1.167  0.211
C 0.108 0.542 -0.206  0.405
C 0.546 1.537 0.875  -0.472
H 2.298 -0.354 -1.505  0.198
H 0.433 -1.397 0.669  0.206
N 0.186 0.983 -1.482  -0.808
C 0.959 -0.657 0.281  -0.274
C 2.005 -1.209 -0.680  -0.603
N -4.042 0.340 -0.010  -0.069
H -0.334 1.675 1.481  0.252
N -2.692 -1.247 0.230  -0.434
N -3.969 -0.874 0.200  -0.082
H 0.995 2.375 0.403  0.211
H -2.276 -2.154 0.144  0.413
H 1.580 -2.021 -1.166  0.207
H 0.284 1.935 -1.738  0.396
N -2.808 0.853 -0.121  -0.407
C -1.981 -0.119 -0.017  0.199

Computed properties:
frontier orbital gap = 9.2 eV
highest occupied orbital energy = -8.67 eV

Which structure is most stable? A, by 5.174 eV over the runner-up.

A.
ORCA calculation (wB97M-V/def2-TZVPD) on 9 unconnected molecules or ions with the total composition C5H27NO10.

Each line ends with the natural charge from an NBO analysis.
Geometry (Å):
H 0.806 3.781 2.998  0.472
O -0.162 -2.632 -1.263  -0.760
H 0.681 0.047 1.826  0.400
H 1.764 -1.402 -0.548  0.253
H -0.809 -4.736 1.234  0.218
H -2.333 2.116 2.574  0.502
H -1.234 -2.239 0.344  0.197
H 3.855 -1.690 -2.535  0.481
N 0.810 -0.149 0.843  -0.621
O -1.519 2.581 2.863  -0.985
H -2.161 3.263 -2.510  0.468
O 3.041 -1.667 -2.022  -0.961
H -0.491 4.142 2.315  0.496
H -3.075 2.449 0.960  0.478
H -0.403 -0.253 -0.871  0.157
C -0.833 -4.352 0.199  -0.649
C -0.384 -2.899 0.176  0.079
H -3.037 0.970 1.009  0.496
H 2.621 -1.209 0.931  0.221
H -1.800 -2.071 -2.324  0.486
O 1.952 3.579 -0.233  -0.984
H -1.340 2.981 -1.273  0.474
C 0.852 -2.606 0.984  -0.447
H -0.350 -5.052 -0.473  0.215
C -0.283 0.202 0.114  0.523
O 2.220 1.174 -1.812  -0.980
H 1.260 3.694 0.435  0.509
H 2.470 -1.064 -2.514  0.489
O 0.466 4.296 2.262  -0.969
H -1.903 -4.567 0.093  0.232
H -1.779 3.082 3.644  0.463
C 1.621 -1.356 0.535  -0.245
O -1.626 3.702 -1.842  -0.942
H 1.998 0.689 -1.013  0.461
H 2.245 4.477 -0.414  0.477
H 1.620 -3.379 0.870  0.218
H 0.560 -2.595 2.037  0.217
H 2.292 2.079 -1.466  0.508
O -3.594 1.711 1.305  -0.949
O -1.097 0.964 0.614  -0.683
H 0.346 -3.386 -1.563  0.473
O -2.046 -1.520 -3.081  -0.955
H -1.220 -1.153 -3.406  0.466

Computed properties:
frontier orbital gap = 10.5 eV
SMILES string = C[C@H](O)CCNC=O.O.O.O.O.O.O.O.O
highest occupied orbital energy = -10.15 eV

B.
ORCA calculation (wB97M-V/def2-TZVPD) on 10 unconnected molecules or ions with the total composition C5H27NO10.

Each line ends with the natural charge from an NBO analysis.
Geometry (Å):
O 0.184 -2.784 3.015  -0.949
H 4.810 0.746 -0.178  0.208
H -1.917 -0.882 0.620  0.495
H 2.234 0.686 -1.927  0.229
C 3.756 2.532 -0.516  -0.426
H -2.111 -3.492 -0.137  0.496
H -1.158 -1.283 -3.344  0.474
H -3.321 2.513 -0.195  0.475
H -0.681 2.891 0.189  0.492
H 1.875 4.010 1.704  0.464
H -2.739 -2.185 -1.500  0.505
H -0.002 -2.723 2.071  0.461
H 2.027 0.455 0.886  0.250
H 2.921 3.081 -0.948  0.200
H -1.619 -4.322 -1.249  0.484
C 3.956 1.216 -0.657  -0.160
H -3.091 -0.914 -1.028  0.482
C 2.082 -0.244 0.033  -0.496
H 3.330 -0.543 -1.716  0.216
H -0.417 0.920 4.096  0.491
O -0.499 1.935 0.182  -0.955
N -0.009 -0.210 -1.538  -0.821
O -0.112 -0.599 0.673  -0.774
H -1.579 -1.732 -4.718  0.474
H 4.509 3.098 0.049  0.209
O -2.769 -1.262 -1.883  -0.994
H -2.498 -1.223 1.994  0.486
H -3.493 3.954 -0.543  0.472
O -2.917 3.376 -0.019  -0.945
O -0.091 0.156 3.615  -0.987
H 0.708 -0.608 -2.141  0.385
C 0.606 -0.283 -0.310  0.758
H 2.254 -1.262 0.405  0.259
O -2.592 -1.448 1.054  -1.003
H 2.164 2.587 1.275  0.474
O -0.795 -1.526 -4.200  -0.949
O 2.002 3.128 2.059  -0.937
O -2.382 -3.761 -1.035  -0.943
H -0.223 0.157 2.655  0.495
H 0.152 -1.841 3.227  0.484
H -0.962 -0.549 -1.696  0.426
C 2.891 0.312 -1.148  -0.476
H -0.752 1.631 1.071  0.472

Computed properties:
frontier orbital gap = 10.1 eV
SMILES string = C=CCCC(N)=O.O.O.O.O.O.O.O.O.O
highest occupied orbital energy = -9.97 eV

Which structure is most stable? A, by 0.742 eV over the runner-up.

A.
ORCA calculation (wB97M-V/def2-TZVPD) on 2 unconnected molecules or ions with the total composition C5H9NO4S.

Each line ends with the natural charge from an NBO analysis.
Geometry (Å):
O -0.411 -0.744 1.384  -0.369
O 3.111 -1.927 2.693  -0.808
H 0.223 -2.120 -0.108  0.182
O 4.295 -1.150 0.640  -0.819
H -0.913 1.849 2.211  0.179
H 0.372 0.610 -2.751  0.235
H 1.721 -0.615 -2.092  0.223
C -0.869 0.693 -0.382  -0.046
H -2.427 1.879 1.430  0.212
H 1.485 -1.196 0.495  0.094
C -1.741 1.184 1.873  -0.426
H -2.239 0.735 2.782  0.219
H -1.464 1.406 -0.984  0.226
C 0.010 -0.225 -0.841  -0.086
N -1.390 0.233 0.872  -0.140
H 0.126 -1.179 -2.703  0.218
C 0.355 -1.132 0.240  -0.037
S 3.417 -2.083 1.285  2.400
O 3.205 -3.339 0.675  -0.827
C 0.597 -0.269 -2.156  -0.629

Computed properties:
frontier orbital gap (spin up / spin down) = 6.5 / 6.5 eV
SMILES string = CC1=CN(C)OC1.O=S(=O)=O
highest occupied orbital energy (spin up / spin down) = -7.96 / -7.96 eV

B.
ORCA calculation (wB97M-V/def2-TZVPD) on a molecular structure, C5H9NO4S.

Each line ends with the natural charge from an NBO analysis.
Geometry (Å):
H 2.497 2.242 0.474  0.233
O -0.678 -1.937 0.714  -0.553
C 0.715 1.059 0.520  0.244
C 1.931 1.625 1.170  -0.660
H -2.225 -0.914 -1.926  0.225
O -0.507 1.297 1.161  -0.668
N -0.733 -0.092 -0.797  -0.633
C -1.416 -1.826 1.652  0.293
H -2.406 -2.298 1.695  0.114
H -0.573 -1.297 -2.462  0.219
C 0.576 0.322 -0.581  -0.085
H -1.137 -1.264 2.556  0.108
O -2.212 1.975 -0.532  -0.911
S -1.697 0.859 0.186  2.500
C -1.225 -0.513 -2.078  -0.407
H -1.277 0.318 -2.789  0.199
H 1.625 2.230 2.018  0.239
O -2.633 0.077 0.923  -0.916
H 1.355 -0.006 -1.239  0.229
H 2.578 0.824 1.526  0.231

Computed properties:
frontier orbital gap = 9.2 eV
highest occupied orbital energy = -8.40 eV

Which structure is most stable? B, by 2.192 eV over the runner-up.

A.
ORCA calculation (wB97M-V/def2-TZVPD) on a molecular structure, C2H2S2.

Each line ends with the natural charge from an NBO analysis.
Geometry (Å):
H 0.087 -1.461 -0.126  0.249
S -2.210 1.320 -0.489  0.143
C -0.601 0.700 -0.042  -0.391
C -0.721 -0.628 -0.195  -0.439
S -2.404 -0.835 -0.421  0.206
H 0.132 1.486 0.072  0.233

Computed properties:
frontier orbital gap = 8.5 eV
highest occupied orbital energy = -8.80 eV

B.
ORCA calculation (wB97M-V/def2-TZVPD) on C2H2S2 in the gas phase.

Each line ends with the natural charge from an NBO analysis.
Geometry (Å):
S 2.131 -0.054 -0.304  0.084
H -0.448 -1.533 0.202  0.236
C 0.533 0.412 0.114  -0.315
C -0.538 -0.439 0.090  -0.377
H 0.369 1.548 0.206  0.238
S -2.046 0.066 -0.308  0.134

Computed properties:
frontier orbital gap = 7.0 eV
SMILES string = S=CC=S
highest occupied orbital energy = -9.47 eV

Which structure is most stable? A, by 0.524 eV over the runner-up.

A.
ORCA calculation (wB97M-V/def2-TZVPD) on 2 unconnected molecules or ions with the total composition C2H2NO3.

Each line ends with the natural charge from an NBO analysis.
Geometry (Å):
C 0.562 -0.008 -0.142  -0.248
H 1.017 0.543 -1.017  0.054
N 1.509 -0.220 0.917  -0.421
C -2.127 0.265 -0.146  1.021
H 2.461 0.119 0.690  0.273
O -2.459 -0.826 -0.387  -0.590
O 1.216 -1.282 0.001  -0.491
O -2.179 1.409 0.082  -0.599

Computed properties:
frontier orbital gap = 6.0 eV
net charge = -1
highest occupied orbital energy = -1.97 eV

B.
ORCA calculation (wB97M-V/def2-TZVPD) on a gas-phase ion, C2H2NO3 (charge -1).

Each line ends with the natural charge from an NBO analysis.
Geometry (Å):
N -1.277 0.303 0.104  -0.889
C 0.939 -0.838 -0.188  0.644
H -1.514 1.263 0.314  0.350
O 1.131 -1.492 -1.238  -0.737
O 1.393 -1.119 0.923  -0.733
H -1.380 -0.247 0.903  0.359
O 0.503 1.645 -0.532  -0.621
C 0.204 0.484 -0.286  0.627

Computed properties:
frontier orbital gap = 8.8 eV
SMILES string = NC(=O)C(=O)[O-]
net charge = -1
highest occupied orbital energy = -4.52 eV

Which structure is most stable? B, by 4.633 eV over the runner-up.